The following is a DFT calculation (wB97M-V/def2-TZVPD) of a molecular structure, C41H45NO5PW at a distorted geometry.

Calculated values
- HOMO level (spin up / spin down) (Ha) = -0.006 / -0.095
- E_tot (eV) = -66086.31385
- gap between HOMO and LUMO (spin up / spin down) (Eh) = 0.0775 / 0.1660

```
! wB97M-V def2-TZVPD RIJCOSX def2/J DEFGRID3
* xyz -1 3
C 0.3206 -0.2904 -7.4126
C 0.0643 -0.9232 -6.0346
C -0.0962 1.1889 -7.3361
C -0.9836 1.2736 -6.0872
H -0.6654 1.4272 -8.2391
H 0.7811 1.8421 -7.3021
C -1.1725 -0.1579 -5.5389
H 0.9416 -0.7141 -5.4039
H -0.0635 -2.0157 -6.0939
C -1.2969 0.0468 -4.0548
H -2.0628 -0.6481 -5.9512
H -1.9753 1.6701 -6.3541
C -0.4415 2.0641 -4.8410
C 1.7406 -0.5202 -7.8832
C -0.4603 -0.9868 -8.5272
O -1.0492 -0.4058 -9.4272
O 2.6942 -0.7537 -7.1539
O 1.8535 -0.4834 -9.2200
O -0.4273 -2.3279 -8.4740
C -1.0351 -2.8909 -9.6427
H -0.9054 -3.9677 -9.5485
H -0.5260 -2.5048 -10.5312
H -2.0942 -2.6177 -9.6887
C 3.1664 -0.8324 -9.6550
H 3.9180 -0.2511 -9.1093
H 3.1924 -0.6225 -10.7251
H 3.3304 -1.9005 -9.4617
O -0.4820 1.1545 -3.6523
H -0.9923 -0.8456 -3.4991
H -2.3476 0.3080 -3.8243
C -1.3956 3.2393 -4.6145
C 1.0003 2.5575 -4.9526
H 1.1188 3.2311 -5.8127
H 1.7037 1.7189 -5.0485
H 1.2502 3.1276 -4.0476
H -1.1458 3.7706 -3.6877
H -2.4375 2.8898 -4.5422
H -1.3182 3.9444 -5.4611
W 0.0450 0.2799 0.2883
C -2.5215 0.0206 1.3200
C -2.2925 0.4738 -0.0232
C -1.6653 -0.6159 -0.7372
H -2.6517 1.3931 -0.4837
C -1.4058 -1.6721 0.2221
C -1.9841 -1.2732 1.4651
H -2.0464 -1.8926 2.3560
H -3.0758 0.5677 2.0752
H -1.5936 -0.6931 -1.8132
H -1.0550 -2.6712 -0.0367
C 2.3703 0.9846 0.2084
C 2.2550 -0.0932 1.1300
C 1.6563 -1.2091 0.4528
H 2.6203 -0.1051 2.1522
C 1.4790 -0.8317 -0.9324
C 1.8002 0.5740 -1.0429
H 1.7488 1.1599 -1.9578
H 2.8717 1.9278 0.4011
H 1.4833 -2.1933 0.8838
H 1.2898 -1.5020 -1.7657
N -0.0618 1.4504 1.7134
P -0.0903 1.7165 3.2815
C 1.3770 2.6201 3.7572
C 1.8105 2.6030 5.0936
C 2.9432 3.3320 5.4609
C 3.6696 4.0263 4.4859
C 3.2467 4.0283 3.1498
C 2.0756 3.3602 2.7873
C -1.5390 2.6951 3.6491
C -1.8792 2.9415 4.9900
C -2.9815 3.7462 5.2836
C -3.7590 4.2687 4.2421
C -3.4368 3.9963 2.9064
C -2.3090 3.2319 2.6037
C -0.1667 0.2055 4.2585
C -1.4068 -0.2849 4.7062
C -1.4738 -1.4939 5.4008
C -0.3047 -2.2160 5.6621
C 0.9326 -1.7357 5.2182
C 1.0051 -0.5376 4.5049
H 1.2750 2.0164 5.8423
H 3.2611 3.3468 6.5046
H 4.5740 4.5688 4.7634
H 3.8215 4.5512 2.3823
H 1.7018 3.3913 1.7617
H -1.2913 2.5038 5.7997
H -3.2341 3.9576 6.3238
H -4.6245 4.8926 4.4669
H -4.0549 4.3741 2.0895
H -2.0239 3.0354 1.5687
H -2.3216 0.2806 4.5173
H -2.4438 -1.8654 5.7381
H -0.3601 -3.1560 6.2129
H 1.8487 -2.2921 5.4283
H 1.9743 -0.1716 4.1587
*
```

The following is a DFT calculation (wB97M-V/def2-TZVPD) of a molecular structure, C14H32NO2P2PtSi at a distorted geometry.

Calculated values
- HOMO level (spin up / spin down) (Ha) = -0.257 / -0.418
- E_tot (eV) = -50319.20442
- gap between HOMO and LUMO (spin up / spin down) (Eh) = 0.1724 / 0.1941

```
! wB97M-V def2-TZVPD RIJCOSX def2/J DEFGRID3
* xyz 1 3
Pt -0.0132 0.2357 -0.0003
P 2.0650 -0.7325 0.1104
C 2.2887 -1.0054 -1.6842
C 1.0298 -1.5247 -2.3295
N -0.1130 -1.0767 -1.7943
C -1.2953 -1.3912 -2.3373
C -1.3613 -2.2665 -3.4248
C -0.1856 -2.7348 -4.0008
C 1.0250 -2.3438 -3.4565
C -2.5377 -0.7782 -1.7455
P -2.1162 0.6850 -0.7280
H 1.9830 -2.6444 -3.8737
H -2.3508 -2.5281 -3.8045
H -0.2204 -3.3860 -4.8672
H -3.2532 -0.4870 -2.5299
H -3.0533 -1.4937 -1.0823
H 2.4909 0.0402 -2.0554
H 3.1270 -1.6975 -1.8576
H 0.7318 3.3610 -1.7922
O 1.3610 2.5831 -1.8432
H 1.9549 2.8201 -2.5721
H -0.3750 4.6239 -0.3036
O -0.3059 4.5191 -1.2866
H -0.6473 5.3364 -1.6710
C -2.0272 2.0400 -1.9124
H -2.9468 2.0319 -2.5119
H -1.8970 3.0013 -1.3963
H -1.1488 1.8974 -2.5548
C -3.5164 0.9181 0.3842
H -3.2804 1.7125 1.1040
H -4.4008 1.2026 -0.2084
H -3.7272 -0.0220 0.9183
C 2.0272 -2.3626 0.9073
H 2.9535 -2.9185 0.6999
H 1.9241 -2.2212 1.9935
H 1.1716 -2.9541 0.5563
C 3.5954 0.0836 0.5914
H 3.5987 0.2767 1.6684
H 4.4511 -0.5561 0.3264
H 3.6710 1.0352 0.0490
C -1.2756 0.3057 3.2153
Si -0.0993 1.1861 2.0341
C -0.6362 2.9656 1.7165
C 1.5809 1.3397 2.9617
H -2.3047 0.2700 2.8443
H -1.2742 0.8322 4.1782
H -0.9329 -0.7165 3.4107
H -0.6024 3.5368 2.6582
H 0.1138 3.4001 1.0386
H -1.6459 3.0657 1.2916
H 1.4059 1.9375 3.8706
H 1.9862 0.3646 3.2632
H 2.3426 1.8618 2.3673
*
```

The following is a DFT calculation (wB97M-V/def2-TZVPD) of 2 unconnected molecules or ions with the total composition C3H10O2 at a distorted geometry.

Calculated values
- HOMO level (Ha) = -0.374
- E_tot (eV) = -7367.54185
- SMILES = CCCO.O
- gap between HOMO and LUMO (Eh) = 0.3913

```
! wB97M-V def2-TZVPD RIJCOSX def2/J DEFGRID3
* xyz 0 1
C -0.1274 0.5594 0.6815
O -1.1944 1.5291 0.5418
C 0.9241 0.8695 -0.3890
C 1.9800 -0.2382 -0.4870
H 0.2600 0.7660 1.6827
H -0.5085 -0.4585 0.7048
H -1.9677 1.1228 0.1142
H 0.3951 1.1012 -1.3070
H 1.4391 1.7767 -0.0769
H 1.9559 -0.7700 -1.4399
H 3.0329 0.0397 -0.3807
H 1.8556 -0.9733 0.3101
H -2.7953 -1.3004 -0.6054
H -2.8719 -2.0055 0.7539
O -2.3774 -2.0184 -0.1029
*
```

The following is a DFT calculation (wB97M-V/def2-TZVPD) of 2 unconnected molecules or ions with the total composition C2H8IN2.

Calculated values
- HOMO level (Ha) = -0.490
- E_tot (eV) = -13277.21237
- gap between HOMO and LUMO (Eh) = 0.3130

```
! wB97M-V def2-TZVPD RIJCOSX def2/J DEFGRID3
* xyz 1 1
C 0.1624 -0.3432 -0.9099
C 0.2028 0.8199 0.0057
N 0.7519 -1.5150 -0.3141
N -0.4505 1.9170 -0.2076
I -1.5301 -0.6793 2.0412
H -0.8703 -0.5686 -1.2000
H 0.6813 -0.0039 -1.8297
H 0.9694 0.8195 0.7716
H 1.7522 -1.4328 -0.1905
H 0.5532 -2.3509 -0.8464
H -1.1801 1.9624 -0.9128
H -0.3180 2.7293 0.3814
H -0.7242 -1.3544 3.2111
*
```